Record 1
Entry from OMol25: a 5-piece molecular cluster, C7H24NO7S overall (ωB97M-V/def2-TZVPD).

Computed properties:
frontier orbital gap = 6.578 eV
charge = -1
E_HOMO = -0.1524 Ha
LUMO = 2.43 eV

Positions of all 40 atoms, in Å:
C  4.86  -1.26  -0.84
O  4.11  -0.18  -0.34
C  3.43  0.54  -1.38
N  2.16  -0.03  -1.74
S  1.03  0.47  -0.79
C  -0.36  -0.57  -1.18
O  0.58  1.83  -1.10
O  1.27  0.31  0.64
H  5.74  -0.91  -1.38
H  4.26  -1.95  -1.42
H  5.24  -1.79  0.03
H  4.05  0.57  -2.27
H  3.33  1.55  -1.00
H  -1.08  0.05  -1.68
H  -0.77  -0.90  -0.24
H  -0.08  -1.44  -1.75
C  -3.57  -0.52  1.98
O  -2.31  -0.55  1.32
H  -3.92  -1.54  2.09
H  -3.48  -0.06  2.97
H  -4.31  0.04  1.40
H  -2.00  0.35  1.22
C  -1.25  2.07  -3.90
O  -1.67  2.79  -2.76
H  -2.14  1.75  -4.44
H  -0.63  2.68  -4.56
H  -0.67  1.18  -3.61
H  -0.86  3.03  -2.27
C  -5.17  2.72  2.96
O  -5.49  1.39  3.37
H  -4.72  2.67  1.98
H  -6.07  3.34  2.90
H  -4.46  3.19  3.65
H  -5.89  1.43  4.24
C  3.63  -4.00  1.47
O  2.67  -3.31  0.70
H  3.32  -5.04  1.53
H  4.62  -3.94  1.02
H  3.68  -3.59  2.49
H  2.93  -2.38  0.65

Record 2
Entry from OMol25: an isolated ion of composition C5H8N and charge +1 at a distorted geometry (ωB97M-V/def2-TZVPD).

Computed properties:
frontier orbital gap = 9.061 eV
charge = +1
E_HOMO = -0.5839 Ha
LUMO = -6.83 eV

Positions of all 14 atoms, in Å:
C  -0.76  -1.09  0.85
C  -0.61  0.39  -0.98
C  -2.04  0.27  -0.41
C  0.14  -0.42  -0.05
C  1.85  -0.53  0.05
N  -1.97  -0.65  0.62
H  -0.71  -1.80  1.62
H  -0.46  0.12  -2.08
H  0.11  1.26  -1.07
H  -2.37  1.23  0.15
H  -2.79  0.14  -1.19
H  1.96  -0.08  0.97
H  2.26  0.09  -0.82
H  1.98  -1.62  -0.02

Record 3
Entry from OMol25: an isolated ion of composition C4H11NP and charge +1 at a distorted geometry (ωB97M-V/def2-TZVPD).

Computed properties:
frontier orbital gap (alpha / beta) = 8.337 / 8.919 eV
charge = +1
2S+1 = 3
E_HOMO (alpha / beta) = -0.4287 / -0.5429 Ha
LUMO (alpha / beta) = -3.33 / -5.85 eV

Positions of all 17 atoms, in Å:
C  1.67  0.25  -0.17
C  0.94  1.45  0.12
C  1.05  -1.09  0.16
C  -1.22  -0.13  0.47
N  -0.37  -1.10  -0.33
P  -2.98  0.13  -0.06
H  2.01  0.12  -1.22
H  2.75  0.14  0.36
H  1.02  1.95  1.04
H  0.77  2.25  -0.65
H  1.73  -1.86  -0.30
H  0.98  -1.18  1.33
H  -1.15  -0.33  1.52
H  -0.61  -0.71  -1.24
H  -0.68  -2.00  -0.25
H  -2.95  0.72  -1.38
H  -2.97  1.39  0.59

Molar mass values, unit g mol⁻¹, following the record order: 266.34, 82.13, 104.11.